68
Properties=species:S:1:pos:R:3 method="wB97M-V/def2-TZVPD" orbital_gap_ev=6.1956 max_force_ev_per_a=2.6 total_charge=+3
W -0.11 0.28 0.93
N -2.47 2.17 -1.11
C -2.38 0.79 -1.30
N -2.75 0.15 -2.36
N -2.21 -1.11 -2.21
N -1.56 -1.20 -1.12
N -1.67 0.00 -0.45
C -1.42 2.68 -0.44
N -0.44 3.48 -0.91
N 0.61 3.28 -0.13
N 0.28 2.46 0.84
N -1.01 2.10 0.70
H -2.94 2.73 -1.82
C 4.28 0.11 2.99
As 2.91 0.25 1.63
C 3.40 -1.37 0.73
C 3.60 1.79 0.74
S 1.17 0.56 2.96
H 5.24 0.17 2.49
H 4.17 -0.83 3.51
H 4.15 0.93 3.70
H 4.44 -1.18 0.45
H 2.78 -1.62 -0.13
H 3.36 -2.17 1.47
H 4.47 1.44 0.18
H 3.92 2.46 1.53
H 2.89 2.29 0.09
C -2.58 -4.80 0.54
C -3.55 -3.81 1.13
C -4.20 -4.24 2.42
O -2.80 -2.48 1.34
P -1.64 -2.06 2.22
S -1.91 -0.08 2.60
S 0.17 -2.07 1.17
O -1.53 -2.97 3.44
C -0.45 -3.09 4.50
C -0.72 -2.07 5.57
C -0.51 -4.52 4.97
H -3.11 -5.74 0.35
H -1.76 -5.02 1.23
H -2.18 -4.45 -0.41
H -4.29 -3.50 0.41
H -3.48 -4.63 3.13
H -4.92 -5.03 2.18
H -4.76 -3.42 2.87
H 0.49 -2.89 3.99
H -1.72 -2.21 5.99
H -0.63 -1.04 5.21
H 0.00 -2.21 6.37
H -1.47 -4.73 5.45
H 0.28 -4.68 5.71
H -0.36 -5.22 4.15
C 2.11 2.69 -2.99
C 2.14 1.17 -3.02
S 0.72 0.33 -2.33
O 0.96 0.33 -0.73
C 1.12 -1.36 -2.80
C 0.65 -1.62 -4.23
H 2.92 3.04 -3.62
H 2.24 3.10 -1.99
H 1.18 3.08 -3.41
H 3.04 0.73 -2.57
H 2.06 0.81 -4.06
H 0.56 -1.98 -2.09
H 2.19 -1.50 -2.67
H -0.40 -1.37 -4.36
H 0.76 -2.69 -4.43
H 1.24 -1.09 -4.97

---

154
Properties=species:S:1:pos:R:3 method="wB97M-V/def2-TZVPD" orbital_gap_ev=7.8688 max_force_ev_per_a=2.3 total_charge=0
C 6.17 -4.66 -0.60
C 4.83 -5.12 -1.12
C 3.83 -5.70 -0.12
O 2.60 -5.02 -0.35
C 2.84 -4.02 -1.22
O 2.02 -3.28 -1.67
O 4.10 -4.02 -1.67
H 6.04 -4.21 0.39
H 6.68 -3.98 -1.27
H 6.85 -5.51 -0.46
H 5.05 -5.93 -1.81
H 4.13 -5.59 0.92
H 3.60 -6.74 -0.36
C -0.77 5.93 0.35
C -2.15 5.63 0.98
C -2.16 4.38 1.89
O -3.08 4.79 2.90
C -3.11 6.13 2.98
O -3.63 6.76 3.85
O -2.51 6.65 1.90
H -0.94 6.50 -0.56
H -0.36 4.98 -0.01
H -0.04 6.41 0.99
H -2.92 5.50 0.22
H -1.14 4.20 2.23
H -2.55 3.50 1.38
C 3.36 -2.59 2.29
C 4.05 -3.61 3.21
C 5.38 -3.08 3.84
O 5.12 -3.21 5.24
C 3.82 -3.55 5.48
O 3.35 -3.60 6.57
O 3.22 -3.78 4.33
H 3.84 -2.44 1.32
H 3.33 -1.60 2.76
H 2.33 -2.84 2.07
H 4.14 -4.58 2.72
H 5.51 -2.02 3.62
H 6.28 -3.65 3.62
C -4.30 -2.77 -4.92
C -3.41 -2.98 -3.71
C -3.55 -4.32 -2.96
O -2.22 -4.84 -2.98
C -1.41 -4.05 -3.72
O -0.26 -4.25 -3.96
O -2.06 -2.96 -4.12
H -3.88 -2.05 -5.62
H -5.30 -2.41 -4.66
H -4.54 -3.70 -5.46
H -3.60 -2.15 -3.03
H -4.17 -4.95 -3.61
H -3.95 -4.29 -1.96
C -7.41 0.39 -1.28
C -6.64 -0.48 -0.32
C -5.44 -1.18 -1.02
O -4.25 -0.65 -0.44
C -4.60 0.33 0.39
O -3.85 1.04 0.98
O -5.93 0.34 0.62
H -6.76 0.95 -1.97
H -7.96 1.19 -0.79
H -8.12 -0.17 -1.88
H -7.26 -1.21 0.19
H -5.38 -0.99 -2.09
H -5.46 -2.26 -0.87
C -1.09 -0.60 -1.57
C -0.85 -0.23 -0.12
C 0.45 -0.81 0.50
O 0.97 0.33 1.14
C 0.33 1.45 0.84
O 0.55 2.52 1.33
O -0.60 1.19 -0.10
H -1.25 -1.67 -1.69
H -0.26 -0.25 -2.19
H -1.97 -0.05 -1.91
H -1.73 -0.39 0.51
H 0.98 -1.23 -0.37
H 0.28 -1.59 1.24
C -1.63 -0.73 -8.61
C -1.08 -1.18 -7.28
C 0.31 -1.76 -7.18
O 0.93 -0.96 -6.19
C 0.05 -0.10 -5.64
O 0.24 0.55 -4.66
O -1.11 -0.14 -6.30
H -2.70 -0.60 -8.44
H -1.51 -1.47 -9.39
H -1.13 0.19 -8.94
H -1.74 -1.96 -6.87
H 0.80 -1.71 -8.15
H 0.30 -2.82 -6.92
C 0.76 5.55 3.68
C 1.70 5.91 4.83
C 3.18 5.67 4.44
O 3.76 6.94 4.79
C 2.80 7.85 4.93
O 2.98 9.03 4.99
O 1.57 7.28 5.09
H -0.26 5.81 3.94
H 0.90 4.53 3.31
H 1.05 6.16 2.81
H 1.53 5.27 5.70
H 3.27 5.47 3.37
H 3.54 4.81 4.99
C 3.78 -0.38 -1.32
S 4.15 1.29 -1.92
O 5.12 1.21 -3.07
C 2.43 1.42 -2.61
H 3.47 -0.98 -2.17
H 2.90 -0.27 -0.69
H 4.65 -0.79 -0.81
H 1.67 1.71 -1.87
H 2.08 0.42 -2.87
H 2.44 2.15 -3.41
C -1.55 2.92 -3.67
S -2.00 4.06 -2.36
O -1.60 5.41 -2.89
C -3.80 3.89 -2.37
H -1.91 3.26 -4.64
H -2.03 1.94 -3.54
H -0.49 2.74 -3.76
H -4.18 4.80 -1.91
H -4.08 3.15 -1.61
H -4.32 3.63 -3.29
C -2.32 -4.90 2.57
S -2.16 -3.57 1.31
O -1.68 -2.36 2.08
C -0.70 -4.28 0.48
H -1.34 -5.23 2.90
H -2.94 -5.72 2.20
H -2.87 -4.50 3.42
H -0.87 -5.30 0.17
H 0.15 -4.23 1.16
H -0.45 -3.63 -0.36
C -2.52 -1.59 5.65
S -2.76 0.23 5.68
O -1.93 0.77 6.81
C -1.83 0.61 4.17
H -2.00 -1.91 6.54
H -1.94 -1.84 4.75
H -3.43 -2.17 5.50
H -0.76 0.49 4.36
H -1.97 1.66 3.92
H -2.18 -0.02 3.35
C 6.05 2.86 3.19
S 5.50 1.87 1.80
O 6.13 0.50 1.94
C 3.75 1.67 2.23
H 5.98 2.34 4.15
H 5.45 3.76 3.31
H 7.08 3.18 3.02
H 3.34 2.48 2.84
H 3.62 0.76 2.80
H 3.19 1.59 1.30

---

6
Properties=species:S:1:pos:R:3 method="wB97M-V/def2-TZVPD" smiles=O.O orbital_gap_ev=11.1576 max_force_ev_per_a=2.7 total_charge=0
O 1.47 0.03 -0.09
H 1.32 -0.17 0.90
H 0.54 -0.16 -0.32
O -1.24 -0.03 0.04
H -2.01 -0.57 -0.19
H -1.68 0.87 0.02

---

10
Properties=species:S:1:pos:R:3 method="wB97M-V/def2-TZVPD" orbital_gap_ev=9.8481 max_force_ev_per_a=1.5 total_charge=0
O -1.88 -1.17 -0.46
C -1.34 0.06 -0.06
C 0.14 0.21 0.08
O 0.72 -0.93 -0.21
C 2.52 1.01 0.44
O 2.66 2.10 0.73
H -1.14 -1.77 -0.59
H -1.63 0.87 -0.76
H -1.74 0.38 0.92
H 1.68 -0.76 -0.10

---

What did the fourth record say?
10
Properties=species:S:1:pos:R:3 method="wB97M-V/def2-TZVPD" orbital_gap_ev=9.8481 max_force_ev_per_a=1.5 total_charge=0
O -1.88 -1.17 -0.46
C -1.34 0.06 -0.06
C 0.14 0.21 0.08
O 0.72 -0.93 -0.21
C 2.52 1.01 0.44
O 2.66 2.10 0.73
H -1.14 -1.77 -0.59
H -1.63 0.87 -0.76
H -1.74 0.38 0.92
H 1.68 -0.76 -0.10